46
Properties=species:S:1:pos:R:3:forces:R:3 method="wB97M-V/def2-TZVPD" gap_ev=7.02 multiplicity=1 total_charge=-2 e_lumo_ev=3.8
Zn -0.35996 1.91629 1.66405 0.1 0.4 -0.3
O -1.15651 6.29170 5.69630 0.0 0.0 0.1
C -1.04216 5.29781 5.02297 0.0 -0.2 -0.1
C -2.13732 4.62915 4.19891 0.1 0.0 0.1
O -3.32415 4.88366 4.25228 0.0 0.0 -0.1
C -1.44030 3.63868 3.37827 -0.2 -0.1 -0.1
C -0.08482 3.54991 3.73764 0.2 0.0 0.1
O 0.71710 2.71749 3.15933 -0.1 0.0 0.1
C 0.23115 4.48356 4.82031 -0.2 0.0 0.0
O 1.26237 4.60586 5.45086 0.1 0.0 0.0
O -1.94203 2.88585 2.45289 0.0 0.1 0.1
N -0.88708 0.16233 2.61149 -0.2 -0.1 0.1
C -1.09769 -1.21758 2.21302 0.1 0.1 0.1
C -1.90555 -1.52265 1.12999 -0.1 0.0 0.0
C -2.13782 -2.85041 0.80104 0.1 -0.1 0.0
C -1.55592 -3.87583 1.54250 0.0 0.2 0.0
C -0.71938 -3.55686 2.60277 -0.1 0.0 -0.1
C -0.49810 -2.22917 2.94255 0.1 -0.1 0.0
S -1.93344 -5.59382 1.17931 0.0 0.0 0.0
O -2.00734 -5.64616 -0.27011 0.0 0.0 -0.1
O -0.81943 -6.32827 1.75971 0.1 -0.1 0.1
O -3.20675 -5.81364 1.84796 -0.1 0.0 0.1
H -1.75578 0.57244 2.96035 0.0 -0.1 0.0
H -0.23821 0.18933 3.39475 0.0 0.0 0.0
H -2.35794 -0.72415 0.55353 0.0 0.0 0.0
H -2.76206 -3.10599 -0.04536 0.0 0.0 0.0
H -0.25421 -4.36224 3.15540 0.0 0.0 0.0
H 0.14179 -1.97925 3.78342 0.0 0.0 0.0
S -1.35663 -1.01836 -4.27228 0.2 0.0 -0.1
C -0.47578 0.03357 -3.33852 0.1 0.0 0.0
S -1.18512 0.78758 -1.95271 -0.3 0.0 0.2
C 0.29691 1.60683 -1.57718 0.1 0.1 0.0
N 1.24281 1.35046 -2.41317 -0.3 -0.1 0.0
N 0.81208 0.47371 -3.40453 0.2 0.0 -0.1
C 1.83781 0.10193 -4.33016 -0.1 0.0 0.0
C 1.55708 -0.42846 -5.58488 0.0 0.1 0.0
C 2.60224 -0.75438 -6.44159 -0.1 0.0 0.0
C 3.92158 -0.55740 -6.07156 0.0 0.0 0.1
C 4.19072 -0.01793 -4.81994 0.0 0.0 0.0
C 3.16478 0.31272 -3.95324 0.0 -0.1 0.0
S 0.44098 2.78060 -0.29932 0.1 -0.3 -0.1
H 0.53713 -0.58648 -5.88903 0.0 0.0 0.0
H 2.36439 -1.16870 -7.41372 0.0 0.0 0.0
H 4.72853 -0.81878 -6.74433 0.0 0.0 0.0
H 5.21362 0.14884 -4.50584 0.0 0.0 0.0
H 3.37838 0.73622 -2.98411 0.0 0.0 0.0



60
Properties=species:S:1:pos:R:3:forces:R:3 method="wB97M-V/def2-TZVPD" gap_ev=6.59 multiplicity=1 total_charge=-1 e_lumo_ev=1.8
C 3.85156 -1.51646 -1.15371 0.2 0.0 0.1
C 4.42321 -2.18601 -2.38740 -0.2 0.1 -0.2
Cl 4.58218 -3.97870 -2.05742 0.0 0.0 0.0
C 3.61053 -1.96509 -3.68228 0.0 0.0 0.3
Cl 4.64358 -0.98365 -4.82223 0.0 0.1 0.0
Al 1.70541 -1.21840 -3.57876 -0.2 0.0 0.0
S 0.94520 -1.18631 -5.75048 0.2 0.0 -0.1
C 0.67467 -2.53699 -2.45876 0.0 -0.1 0.0
C 0.24476 -2.09749 -1.03885 0.0 0.1 0.1
C -1.25823 -1.88024 -0.81839 0.0 -0.3 0.0
F -1.98717 -1.78720 -2.00356 0.0 0.1 -0.1
C 1.69576 0.68323 -2.87842 0.0 0.1 -0.1
C 0.43448 1.33136 -2.35879 -0.2 0.0 0.2
O 0.71732 2.55649 -1.65061 0.1 -0.1 0.1
C -0.59648 1.66688 -3.43200 0.2 -0.2 -0.1
F -0.07076 2.26715 -4.50766 0.1 0.2 0.0
F -1.22016 0.56074 -3.84873 -0.1 -0.1 0.0
F -1.55905 2.49582 -2.96401 -0.1 0.1 0.1
H 2.79403 -1.73588 -1.01790 0.1 0.0 0.0
H 3.97688 -0.43803 -1.27050 -0.1 0.0 0.0
H 4.37628 -1.82438 -0.24856 0.0 0.0 0.0
H 5.44870 -1.85432 -2.53408 0.0 -0.1 0.0
H 3.50488 -2.92513 -4.18641 0.1 0.0 -0.1
H 0.06717 -2.19073 -5.64839 0.0 0.0 0.1
H 1.32867 -3.41165 -2.34921 0.0 0.0 -0.1
H -0.18897 -2.88685 -3.03124 0.0 0.0 0.1
H 0.76517 -1.18213 -0.73074 0.0 0.0 -0.1
H 0.55684 -2.84976 -0.30961 0.0 0.1 0.0
H -1.46640 -0.95794 -0.26741 0.1 0.0 0.1
H -1.69811 -2.71723 -0.26690 0.0 0.0 0.0
H 2.11734 1.32512 -3.66256 0.0 0.0 0.1
H 2.38471 0.75530 -2.03059 0.0 -0.1 -0.1
H -0.10615 0.64734 -1.69288 0.1 0.1 0.1
H 0.31460 2.49264 -0.78041 0.0 0.0 -0.1
C -1.85686 -2.36950 2.98194 0.0 0.0 0.0
C -0.51154 -1.82858 3.38138 0.1 0.0 0.1
C -0.42940 -0.33392 3.61626 0.0 0.0 -0.1
O 0.93191 -0.04743 3.26588 0.0 0.1 0.0
C 1.32133 -0.96512 2.34591 -0.1 0.1 -0.2
O 2.28789 -0.87264 1.66267 0.0 -0.1 0.2
O 0.42874 -1.98035 2.29931 0.1 -0.1 0.0
H -1.76794 -3.41107 2.67578 0.0 0.0 0.0
H -2.54432 -2.30530 3.82565 0.0 0.0 0.0
H -2.27203 -1.79414 2.15414 0.0 0.0 0.0
H -0.10491 -2.36766 4.24337 0.0 0.0 0.0
H -0.62083 -0.01021 4.63434 0.0 0.0 0.0
H -1.08890 0.20268 2.93280 0.0 0.0 0.1
C -1.77424 4.81797 2.89174 0.0 0.0 0.0
C -2.79718 3.73244 2.70706 -0.1 -0.1 -0.1
C -4.12639 3.91517 3.41754 0.0 0.0 0.1
O -4.52944 2.56400 3.67658 0.0 0.0 0.1
C -3.41955 1.79444 3.71295 0.1 -0.1 -0.1
O -3.38881 0.65101 4.04199 -0.1 0.0 0.1
O -2.34244 2.50136 3.31024 0.0 0.0 0.0
H -0.81521 4.50487 2.48271 0.0 0.0 0.0
H -2.09374 5.71659 2.36304 0.0 0.0 0.0
H -1.64421 5.05379 3.94845 0.0 0.0 0.0
H -2.96502 3.52355 1.64668 0.0 0.0 0.0
H -4.89361 4.40750 2.82756 0.0 0.0 0.0
H -3.99575 4.42908 4.37348 0.0 0.0 0.0



17
Properties=species:S:1:pos:R:3:forces:R:3 method="wB97M-V/def2-TZVPD" gap_ev="6.23 / 6.23" multiplicity=1 total_charge=0 e_lumo_ev="-0.9 / -0.9"
C -4.19469 -0.24584 0.70995 -3.2 0.5 0.6
C -3.03303 0.45705 0.51880 -0.8 -2.0 0.4
C -1.81190 -1.31045 0.00235 3.1 -2.0 0.9
C -3.09401 -1.00865 0.34810 -0.7 2.2 -0.3
C -1.04908 -0.17497 0.23193 3.4 -0.5 -2.7
C 1.50775 1.67459 -0.02860 1.4 -1.3 -2.5
C 1.86945 -0.92518 -0.06278 0.5 1.2 0.4
C 1.21531 0.31130 -0.63748 -3.2 -1.0 1.5
O -1.82501 0.92096 0.45210 0.8 0.5 0.0
H -1.42320 -2.38829 -0.07106 -0.3 2.0 -0.2
H 2.45059 1.71636 0.49607 -0.1 -0.3 0.8
H 0.66452 2.03037 0.44731 -1.4 0.8 1.5
H 1.67507 2.34841 -0.84959 -0.1 0.5 -0.6
H 1.35987 -1.27977 0.87332 1.0 0.3 -1.0
H 2.94289 -0.68160 0.04325 -0.3 0.1 0.8
H 1.96335 -1.66427 -0.80666 -0.7 -1.3 -0.8
H 0.78211 0.21999 -1.66704 0.7 0.4 1.1



Number 1: E -132495.227 eV. Number 2: E -85767.672 eV. Number 3: E -10462.817 eV.